(1)
The following is a DFT calculation (ωB97M-V/def2-TZVPD) of a 5-piece molecular cluster, C26H48N7O4 overall at a distorted geometry.

Last column: Mulliken charge in e.
Cartesian coordinates (Å):
C: 7.761406 -4.256983 2.240785  -0.99
C: 7.123775 -3.078209 1.576423  0.81
O: 7.327946 -2.722774 0.450296  -0.55
O: 6.262376 -2.415537 2.403632  -0.38
C: 5.101588 -1.881866 1.771112  -0.89
C: 4.007310 -2.951492 1.594060  -0.43
C: 2.846327 -2.694546 2.548020  -0.33
N: 1.935517 -3.863238 2.619539  0.12
C: 0.968254 -3.701437 3.748466  -0.82
C: 0.170908 -2.416561 3.520552  -0.72
C: -0.177050 -2.117611 2.051918  -0.38
N: 0.342527 -3.060702 1.020274  0.29
C: 0.736250 -2.368377 -0.228512  -0.50
O: 0.762401 -3.297922 -1.293162  -0.25
O: 1.055642 -2.497894 -2.443444  -0.33
C: 1.168023 -4.018860 1.475676  -0.53
N: 1.177859 -5.187880 0.801124  -0.17
H: 7.972429 -4.042729 3.289334  0.33
H: 7.081463 -5.110423 2.192137  0.25
H: 8.685114 -4.492164 1.712350  0.33
H: 5.356698 -1.405975 0.824129  0.38
H: 4.744000 -1.092748 2.438762  0.48
H: 3.640480 -2.854181 0.563305  0.08
H: 4.416148 -3.951548 1.745062  0.46
H: 2.350744 -1.754253 2.276794  0.16
H: 3.237360 -2.545412 3.559049  0.64
H: 0.330411 -4.589884 3.747226  0.35
H: 1.545231 -3.680205 4.672368  0.42
H: -0.728448 -2.451002 4.140409  0.47
H: 0.742673 -1.564582 3.897396  0.27
H: -1.264216 -2.049339 1.953304  0.47
H: 0.199601 -1.119057 1.808514  0.13
H: -0.026143 -1.609424 -0.424855  0.61
H: 1.706796 -1.874838 -0.100196  0.28
H: 2.023560 -2.548977 -2.521955  0.32
H: 0.318432 -5.705774 0.692252  0.28
H: 2.020402 -5.589009 0.419155  0.26
C: -2.482563 1.578590 3.822390  -1.09
C: -1.992177 2.553951 2.758570  -0.63
C: -0.901312 1.971133 1.850001  0.55
C: 0.264932 1.560458 2.625432  0.16
N: 1.172991 1.143023 3.202213  -0.57
H: -1.674607 1.301720 4.503204  0.37
H: -3.271110 2.033489 4.421389  0.36
H: -2.880307 0.670134 3.370394  0.20
H: -1.605929 3.450680 3.246207  0.42
H: -2.824240 2.866741 2.126467  0.29
H: -0.583206 2.712091 1.113208  0.31
H: -1.265480 1.095924 1.308554  -0.27
C: -6.776967 0.145351 1.399630  -1.11
C: -6.307514 1.163255 0.367496  -0.53
C: -5.179855 0.633373 -0.528565  -0.19
C: -3.999273 0.276868 0.251639  0.10
N: -3.091008 -0.002313 0.901638  -0.30
H: -5.974743 -0.119679 2.090734  0.28
H: -7.598491 0.549128 1.989929  0.34
H: -7.127892 -0.769620 0.919039  0.30
H: -5.969218 2.070494 0.871479  0.30
H: -7.140613 1.449202 -0.274880  0.34
H: -4.881240 1.380341 -1.263363  0.10
H: -5.504147 -0.255354 -1.072941  0.33
C: -1.651260 -0.832128 -4.858092  -1.08
C: -0.809873 0.412299 -5.124466  -0.60
C: -0.887514 1.402029 -3.957282  0.40
C: -2.254946 1.851882 -3.721478  0.27
N: -3.335908 2.194003 -3.536098  -0.56
H: -2.708207 -0.579873 -4.762997  0.37
H: -1.557242 -1.558415 -5.664225  0.35
H: -1.327585 -1.305759 -3.928430  0.18
H: -1.136452 0.895626 -6.046492  0.33
H: 0.235486 0.132561 -5.263985  0.35
H: -0.270661 2.282396 -4.137192  -0.16
H: -0.524529 0.929585 -3.042464  0.10
C: -0.230768 7.745844 -3.459195  -1.16
C: 0.431232 6.849152 -4.497583  -0.59
C: -0.025294 5.387935 -4.398085  -0.33
C: 0.299959 4.805902 -3.095398  0.32
N: 0.555533 4.352270 -2.068797  -0.53
H: 0.029452 7.438022 -2.445566  0.36
H: 0.093462 8.778098 -3.583683  0.34
H: -1.317846 7.721588 -3.553669  0.30
H: 1.515878 6.894537 -4.387525  0.31
H: 0.197321 7.209998 -5.499916  0.35
H: 0.455619 4.782511 -5.168381  0.35
H: -1.105702 5.314377 -4.540191  0.33

Cartesian forces, eV/Å:
C 0.407 0.186 0.121
C 0.196 0.287 -0.086
O -0.247 -0.192 -0.122
O -0.388 -0.578 0.092
C -0.043 0.513 0.113
C -0.133 0.558 -0.234
C 0.391 -0.070 0.198
N 0.314 0.386 -0.130
C -0.135 -0.253 -0.427
C 0.149 0.066 0.504
C -0.256 0.751 0.057
N 0.725 -0.001 1.265
C -1.174 -0.146 -0.553
O 0.373 0.189 0.083
O -0.088 0.054 0.086
C -0.158 -0.356 -0.667
N 0.039 0.277 0.170
H -0.071 -0.047 -0.069
H 0.008 0.060 -0.002
H -0.133 -0.087 0.069
H 0.141 -0.157 0.035
H 0.079 -0.067 -0.043
H 0.041 -0.370 0.014
H -0.014 0.038 -0.040
H -0.066 -0.063 0.016
H -0.074 -0.119 -0.051
H 0.046 0.066 0.128
H -0.111 -0.025 -0.038
H -0.031 -0.012 -0.224
H -0.016 -0.091 -0.036
H 0.119 -0.194 -0.381
H 0.004 -0.081 0.058
H 0.043 -0.072 0.054
H 0.015 -0.144 0.085
H -0.106 -0.177 0.049
H -0.144 0.533 -0.915
H 0.212 -0.385 0.882
C 0.036 0.003 0.011
C -0.101 -0.057 0.090
C 0.032 0.374 0.106
C 0.582 -0.503 0.073
N -0.402 0.101 -0.224
H 0.006 -0.001 -0.012
H -0.004 -0.004 0.003
H 0.000 -0.005 -0.013
H 0.005 0.044 -0.075
H 0.020 -0.010 -0.042
H 0.044 -0.019 0.007
H 0.002 0.106 0.117
C 0.009 0.031 -0.006
C -0.052 -0.065 0.135
C -0.112 0.131 0.005
C 0.263 -0.140 0.219
N -0.309 -0.186 -0.344
H 0.013 -0.014 -0.017
H -0.008 -0.009 -0.005
H -0.002 -0.006 0.001
H 0.014 0.021 -0.043
H 0.043 0.014 -0.055
H 0.039 0.013 -0.106
H 0.008 -0.010 -0.010
C 0.067 0.048 -0.003
C -0.117 -0.190 -0.007
C 0.128 -0.028 -0.197
C -0.209 0.123 0.157
N 0.049 -0.056 0.036
H 0.003 0.017 0.018
H 0.039 0.000 0.007
H -0.034 -0.084 -0.023
H 0.006 0.057 0.024
H 0.016 0.038 0.013
H 0.045 -0.015 0.046
H 0.014 0.052 0.035
C 0.021 -0.006 -0.009
C -0.024 0.114 0.069
C 0.056 0.118 -0.029
C 0.033 -0.191 0.337
N -0.087 0.058 -0.301
H -0.015 -0.023 0.001
H -0.010 0.007 -0.004
H -0.004 0.000 0.003
H 0.010 -0.033 -0.024
H 0.001 -0.061 -0.027
H -0.023 -0.013 -0.008
H -0.004 -0.018 0.005

lowest unoccupied orbital energy = -4.17 eV
M = 522.7 Da
strongest force on any atom = 1.46 eV/Å
total charge = +1
Kohn-Sham gap = 8.5 eV
HOMO energy = -12.6 eV

---

(2)
The following is a DFT calculation (ωB97M-V/def2-TZVPD) of a 2-piece molecular cluster, C3H7NO2 overall.

Last column: natural (NBO) charge in e.
Cartesian coordinates (Å):
C: 0.863077 -2.030195 0.067818  -0.40
C: 1.689098 -1.100944 -0.409266  -0.41
O: -1.111663 0.250944 -1.015850  -0.66
C: -0.973947 1.031761 -0.093053  0.88
O: -0.109976 0.868688 0.924613  -0.72
N: -1.653825 2.205169 0.037501  -0.84
H: -0.131939 -2.147894 -0.355148  0.22
H: 0.347601 0.020386 0.761133  0.52
H: 1.140425 -2.682599 0.892218  0.20
H: 2.678056 -0.931740 0.009155  0.20
H: 1.372895 -0.453802 -1.224408  0.22
H: -1.626250 2.671991 0.929457  0.40
H: -2.483553 2.298236 -0.524169  0.40

Cartesian forces, eV/Å:
C 0.115 0.075 -0.057
C -0.035 -0.155 0.030
O 0.043 0.319 0.394
C -0.206 -0.051 -0.260
O -0.059 -0.111 -0.042
N -0.125 -0.015 0.017
H 0.163 0.001 0.058
H 0.009 0.114 0.048
H 0.013 0.083 -0.126
H -0.092 -0.120 -0.072
H 0.079 -0.132 0.101
H -0.019 -0.048 -0.118
H 0.111 0.040 0.028

lowest unoccupied orbital energy = 0.92 eV
M = 89.1 Da
strongest force on any atom = 0.51 eV/Å
structure (SMILES) = NC(=O)O.C=C
total charge = 0
Kohn-Sham gap = 11.2 eV
HOMO energy = -10.3 eV

---

(3)
The following is a DFT calculation (ωB97M-V/def2-TZVPD) of C18H51F6N3O12P3Sr2 as an isolated structure at a distorted geometry.

Last column: Mulliken charge in e.
Cartesian coordinates (Å):
Sr: -1.924736 -1.756316 -3.633322  1.84
Sr: -2.769495 1.486260 1.566557  1.82
O: -3.875348 -0.424582 0.423165  -0.36
P: -4.320644 -1.412616 -0.653475  0.06
O: -3.367739 -1.985386 -1.656940  -0.36
F: -5.472921 -0.649047 -1.531197  -0.29
F: -5.149608 -2.614133 -0.026719  -0.22
O: -2.648304 0.478284 -2.782348  0.10
P: -2.866303 1.937395 -2.290777  0.05
O: -2.849247 2.327755 -0.782433  -0.59
F: -4.267729 2.347926 -2.993216  -0.27
F: -1.798417 2.991290 -2.954102  -0.28
O: -0.564554 -1.179224 -1.657127  -0.30
P: -0.147373 -0.706544 -0.275365  -0.91
O: -0.940163 0.343904 0.498363  0.36
F: 1.403611 -0.194160 -0.311982  0.20
F: -0.124310 -2.042372 0.621690  -0.05
C: -2.525055 -4.674793 0.724911  -0.55
C: -1.003039 -4.840437 0.656806  -0.33
O: -0.262063 -4.207466 1.634234  -0.66
H: -2.869850 -5.483733 1.368980  0.38
H: -3.029600 -4.705441 -0.240798  0.23
H: -2.808957 -3.670196 1.038422  -0.10
H: -0.524623 -4.389517 -0.212607  0.20
H: -0.737857 -5.892262 0.763721  0.35
H: -0.243554 -3.292268 1.344980  0.70
C: 3.791433 -2.152200 1.712560  -0.43
C: 3.748429 -2.650985 3.135327  -0.74
O: 2.796932 -2.042730 3.906188  -0.45
H: 4.329370 -2.807054 1.027075  0.39
H: 4.230971 -1.158386 1.797743  0.16
H: 2.866375 -1.916697 1.186344  0.01
H: 4.776241 -2.464314 3.446536  0.30
H: 3.547515 -3.717457 3.237204  0.44
H: 2.092189 -2.692255 3.961452  0.29
C: 3.190807 -2.053060 -2.169273  -0.90
C: 4.233681 -0.929824 -1.789617  -0.11
O: 3.356493 0.169721 -1.680981  -0.61
H: 3.566129 -3.076241 -2.187428  0.41
H: 2.969999 -1.996220 -3.235159  0.29
H: 2.188727 -2.007392 -1.742824  -0.05
H: 5.064581 -0.915400 -2.494951  0.39
H: 4.727467 -1.100017 -0.832892  0.09
H: 2.606615 -0.071804 -1.132391  0.42
C: -4.116142 0.398727 -7.320508  -1.54
C: -3.032348 -0.249697 -6.405631  0.12
C: -1.921809 0.734347 -5.958240  -0.66
O: -1.012009 -0.046468 -5.181038  -0.32
C: 0.061247 0.604934 -4.722077  -0.48
N: -3.763877 -0.856882 -5.333351  -0.44
H: -4.563771 1.284133 -6.869063  0.42
H: -4.895379 -0.278663 -7.669850  0.40
H: -3.615645 0.867892 -8.167549  0.41
H: -2.566294 -0.997706 -7.047015  0.25
H: -2.454506 1.555520 -5.478653  0.23
H: -1.346390 1.181114 -6.769040  0.59
H: 0.584832 0.884664 -5.636257  0.35
H: 0.614884 -0.090365 -4.091095  0.02
H: -0.314014 1.443441 -4.135402  0.20
H: -4.466550 -1.515800 -5.636973  0.29
H: -4.310979 -0.081996 -4.986454  0.16
C: -1.959644 2.383189 4.834552  -1.38
C: -0.649416 2.023801 4.106593  0.50
C: -0.504137 0.468168 4.006240  -0.75
O: -1.654278 0.104622 3.299662  -0.14
C: -1.826371 -1.284423 3.321274  -0.89
N: -0.678281 2.662259 2.746116  -0.13
H: -2.290581 3.381082 4.546838  0.36
H: -1.836799 2.285673 5.913210  0.43
H: -2.807897 1.712255 4.698871  0.30
H: 0.187003 2.372602 4.712273  0.28
H: -0.553344 0.059341 5.015465  0.53
H: 0.498059 0.131048 3.741586  0.35
H: -0.966378 -1.943168 3.200584  0.28
H: -2.469325 -1.580645 2.492432  0.08
H: -2.250769 -1.672630 4.247163  0.37
H: -0.686180 3.661239 2.894714  0.36
H: 0.222220 2.472329 2.330036  -0.14
C: 4.277440 2.367441 0.649720  -1.11
C: 3.222932 2.363125 1.806381  0.44
C: 3.237360 3.565598 2.715509  -1.03
O: 2.593771 3.366513 3.944991  -0.23
C: 2.494816 4.576887 4.693426  -0.90
N: 1.894919 2.105130 1.334618  0.25
H: 4.455685 1.349515 0.303094  0.26
H: 5.226307 2.716454 1.057093  0.43
H: 4.038050 2.951599 -0.238843  0.36
H: 3.469160 1.559840 2.500794  0.18
H: 2.775083 4.439749 2.256986  0.40
H: 4.294853 3.663076 2.961107  0.48
H: 1.831768 5.320008 4.250438  0.40
H: 3.442776 4.935752 5.094300  0.37
H: 1.955511 4.338544 5.610189  0.29
H: 1.627675 2.857167 0.715643  0.43
H: 2.110684 1.239659 0.860807  -0.34

Cartesian forces, eV/Å:
Sr -0.762 0.629 1.186
Sr -0.588 -0.437 -1.501
O -0.631 -1.683 -1.087
P -0.803 1.439 -0.679
O -0.508 -0.128 0.810
F 1.392 -1.218 1.497
F 0.679 1.409 -0.421
O 0.052 4.056 1.037
P -0.099 -1.232 1.008
O -0.272 -0.920 -3.216
F 2.122 0.059 1.029
F -1.745 -1.691 0.474
O 1.915 0.973 2.481
P -3.603 0.248 -1.195
O 2.655 -1.920 -1.375
F -2.448 -0.916 1.350
F 1.001 3.091 -1.388
C 0.493 0.087 -0.206
C 0.100 -0.401 -1.105
O 0.200 0.646 2.426
H -0.582 0.488 0.112
H 0.257 -0.617 -0.198
H 0.099 -0.056 0.708
H -0.682 -0.727 -1.220
H -0.121 -0.074 -0.543
H 0.130 -1.073 0.993
C -0.392 0.750 -0.764
C 1.052 -1.660 -1.274
O -1.315 1.331 1.091
H 0.424 0.170 0.233
H 0.649 0.083 -0.402
H -0.678 -0.573 0.401
H -0.134 -0.057 0.887
H 0.540 -0.271 -0.552
H -0.261 0.284 0.297
C 1.374 -0.882 -1.382
C -2.317 -2.298 0.689
O 1.425 2.286 -0.616
H 0.134 -0.139 0.859
H 0.077 0.723 -0.300
H 0.424 0.056 0.709
H -0.559 0.874 -0.487
H -0.108 -0.298 0.275
H 0.985 -0.295 -0.829
C 1.519 1.314 -0.370
C -0.715 0.565 -3.059
C -1.094 -1.078 -0.418
O -3.864 -2.105 -0.879
C 1.622 1.511 0.452
N 0.470 -0.304 1.869
H -0.323 -0.201 0.563
H 0.257 -0.108 0.161
H -0.069 -0.349 -0.481
H 0.205 -0.361 0.266
H 0.530 0.126 0.968
H -0.236 -0.201 -0.417
H 1.002 0.591 0.520
H 0.435 0.248 -0.024
H 0.749 0.404 0.131
H 0.063 -0.149 -0.553
H -0.262 0.002 0.910
C 0.067 -0.150 0.230
C -0.232 -0.900 0.412
C -0.398 2.517 1.523
O 1.066 -1.180 -0.387
C -0.993 -2.238 -0.412
N 0.007 -0.512 1.025
H 0.070 0.177 0.396
H 0.263 0.547 0.035
H 0.097 -0.229 -0.675
H 0.114 0.274 -0.176
H -0.355 0.122 0.387
H -0.110 -0.182 -1.401
H 0.796 0.757 -0.222
H -0.289 0.214 0.063
H -0.373 0.528 0.252
H -0.079 0.369 0.046
H 0.173 -0.209 -0.341
C 0.234 -0.534 -0.662
C -0.576 0.672 3.211
C 1.042 0.777 0.225
O -0.810 -0.521 -0.167
C -0.748 -0.541 1.414
N 3.439 -0.061 -1.651
H -0.255 -0.040 0.010
H -0.200 0.208 0.330
H -0.327 0.193 0.267
H 0.233 -0.612 -0.261
H 0.459 0.343 -0.450
H 0.228 0.922 -0.362
H 0.569 0.252 -0.645
H 0.247 0.268 -0.764
H -0.054 -0.469 0.021
H -1.267 0.338 -0.204
H -1.898 -1.119 -0.520

lowest unoccupied orbital energy (alpha / beta) = -4.77 / -10.74 eV
M = 883.8 Da
strongest force on any atom = 4.49 eV/Å
<S²> = 0.755
total charge = +2
2S+1 = 2
Kohn-Sham gap (alpha / beta) = 8.9 / 2.9 eV
HOMO energy (alpha / beta) = -13.6 / -13.6 eV

---

> Look up the M of the first one.

522.7 Da

---

> Number 2 is which compound?

C3H7NO2

---

> The highest strongest force on any atom belongs to which entry?

C18H51F6N3O12P3Sr2